# 1
{
  "formula": "C28H54Cl3GeN12STi",
  "method": "wB97M-V/def2-TZVPD",
  "energy_ev": -175792.7968,
  "multiplicity": 2,
  "e_lumo_ev": [-12.00, -12.79],
  "e_homo_ha": [-0.6738, -0.6738],
  "orbital_gap_ev": [6.3, 5.5],
  "charge": 4,
  "species": ["C", "H", "H", "H", "H", "H", "H", "N", "N", "H", "H", "H", "H", "C", "C", "H", "H", "H", "H", "H", "C", "N", "H", "H", "H", "H", "Ti", "C", "H", "H", "S", "H", "C", "H", "H", "Cl", "Ge", "H", "H", "H", "Cl", "H", "H", "H", "C", "C", "C", "N", "C", "N", "H", "N", "C", "H", "H", "C", "C", "N", "H", "N", "H", "C", "H", "N", "H", "H", "H", "H", "H", "H", "C", "Cl", "C", "C", "C", "N", "C", "H", "H", "H", "C", "H", "C", "C", "H", "H", "N", "C", "H", "N", "C", "C", "C", "H", "C", "H", "H", "C", "H", "H"],
  "positions_angstrom": [[1.651346, -0.389420, -2.679762], [-0.402950, -1.773315, 6.252197], [-1.136450, -1.413254, 1.341697], [0.542034, 5.477281, -0.968740], [-0.694797, 5.906870, 1.776648], [-3.026207, -2.506306, -1.117196], [-2.647654, 2.934285, 0.008301], [-3.044147, -0.895333, 0.229273], [-1.484865, 0.723671, -0.464147], [-5.117398, -0.259862, -1.105218], [-1.382473, 1.837392, 2.108092], [2.847751, 2.332003, 3.842454], [-1.429400, -1.782297, -0.797708], [2.582054, -6.138779, -1.544603], [-1.298449, 2.738240, 2.698387], [-1.081876, 2.632259, -1.337505], [-4.360777, 3.028197, 0.470622], [1.251308, 6.419832, 2.350863], [2.586558, 2.165090, 2.167558], [-2.256760, -3.196380, 2.668570], [-1.378668, 1.626337, -1.632870], [1.825787, -4.905563, -1.276112], [1.090633, 3.781088, -1.410350], [-1.914216, -3.349436, 5.093898], [1.560278, 4.806432, 3.033396], [4.044669, -5.023870, -4.119202], [0.489699, 0.646387, 0.339932], [1.350369, -4.693439, 0.084608], [-0.825863, 0.100893, -2.974876], [-2.216348, -2.805255, 0.421247], [1.240167, 0.448334, 4.961816], [-3.877232, -1.882403, 1.857581], [1.698184, -3.930690, -2.179299], [2.489173, 3.261194, -0.475386], [3.653811, -3.414166, -4.698612], [2.410202, -2.451068, 2.412240], [1.904734, -1.784091, 0.421668], [-4.594095, -0.308156, 1.526570], [1.670829, -2.038726, -3.926202], [-0.176455, 1.669350, -3.429676], [3.597200, -2.580422, -0.648522], [0.921141, -5.621358, 0.457882], [4.116274, -3.643275, -2.974858], [0.586299, -3.920685, 0.084896], [-1.006778, 5.132949, 2.469708], [1.303519, -4.820078, -4.495196], [1.091626, -1.773760, -3.034867], [2.222626, 2.045668, 3.100838], [1.353135, 5.624612, -0.258803], [0.893659, 0.658608, -1.887212], [1.467676, -5.903572, -4.585055], [2.204456, -4.299191, -3.499042], [1.524673, 2.940757, -0.873916], [-0.611391, 5.341550, 3.463845], [-5.463822, 1.400090, -1.586253], [-0.383090, 1.008223, -2.584343], [3.588230, -4.070198, -3.823239], [0.609712, 2.599718, 0.255263], [1.755970, 2.304275, -2.907940], [0.619903, 0.420765, 2.434668], [2.608174, -0.532101, -2.178525], [-0.576640, -1.687320, 5.187787], [-3.900933, 3.127659, -1.229607], [-3.788233, 1.207496, -0.371274], [1.529612, -4.380406, -5.468670], [-2.093300, 5.135901, 2.526361], [0.054905, -1.728823, -3.367566], [2.173186, -4.405244, 0.746621], [2.773702, 5.595783, 2.013187], [2.818184, 1.478159, -1.797583], [-3.656025, 2.658117, -0.275849], [2.872191, 0.559677, 0.512870], [-1.417439, -2.570735, 4.531970], [-1.615448, -2.472866, 3.155562], [0.372992, 3.713935, 1.072857], [-0.591570, 3.800444, 1.989189], [-2.776269, 0.352437, -0.188261], [0.270662, -4.647829, -4.203876], [2.316126, 5.454624, -0.738908], [1.314441, 6.667439, 0.053173], [1.402485, 1.016127, 3.347340], [-5.850601, 0.875003, 0.054620], [-2.383585, -2.058119, -0.355005], [0.054158, -0.711332, 4.431552], [1.867282, 0.092613, -3.639506], [2.450370, -6.806247, -0.698462], [1.223914, -2.760214, -1.971936], [-5.135669, 0.768971, -0.760715], [-4.996792, -1.704890, 0.502364], [1.168260, 4.803412, 0.954451], [1.704270, 5.445119, 2.167442], [-0.147428, -0.595096, 3.062486], [-0.992323, -1.481723, 2.414672], [-0.810537, 2.521837, 3.647634], [1.804611, 1.840299, -1.920405], [2.208896, -6.657631, -2.426743], [3.650198, -5.944091, -1.645695], [-4.204849, -1.210651, 1.065422], [-2.331976, 1.708989, -2.153792], [-2.302526, 3.093280, 2.916810]],
  "forces_ev_per_a": [[0.1405, 0.1335, -0.1465], [-0.0080, 0.0056, 0.0011], [0.1204, 0.0034, 0.3072], [0.0106, 0.0982, 0.0651], [-0.1008, -0.0658, 0.0518], [0.0161, 0.0109, -0.0009], [0.0192, 0.0296, 0.1598], [-0.1110, 0.0301, -0.1997], [0.5018, 0.0885, 0.2594], [-0.0043, 0.0469, -0.0160], [0.0317, -0.1548, -0.1319], [-0.0048, 0.0122, -0.0019], [0.0090, -0.0049, -0.0565], [0.0447, 0.0167, 0.0108], [-0.1046, -0.0783, -0.1965], [0.0010, -0.0105, -0.0323], [0.0126, -0.0094, -0.0063], [0.0619, -0.0362, 0.0135], [-0.0170, -0.0180, -0.0275], [0.0167, -0.0108, 0.0162], [0.1318, -0.1979, -0.1134], [-0.2344, -0.0797, -0.2271], [0.0459, -0.3507, 0.0402], [0.0024, -0.0049, 0.0002], [0.0324, -0.0293, 0.0033], [-0.0289, -0.0051, -0.0120], [-0.7449, 0.4375, 0.1487], [0.2949, -0.3011, -0.0365], [0.0094, -0.2469, -0.0305], [-0.0114, -0.0253, -0.0912], [-0.0092, 0.0029, -0.0157], [-0.0140, 0.0355, -0.0300], [-0.4103, -0.1447, -0.0158], [-0.0387, 0.0023, -0.0032], [-0.0335, -0.0023, -0.0048], [0.0510, 0.0590, 0.1088], [-0.2576, 0.3385, 0.1777], [0.0195, -0.0189, 0.0066], [-0.0501, -0.0094, 0.0024], [0.0309, -0.0422, -0.0176], [1.4049, 0.6141, 0.7389], [-0.1034, 0.0390, 0.0140], [-0.0351, -0.0463, -0.0768], [-0.2717, -0.0084, -0.0084], [-0.2429, 0.1107, 0.0204], [-0.0747, -0.0362, -0.0246], [-0.0820, 0.1027, 0.1773], [0.0115, 0.0451, 0.0187], [-0.0214, 0.2775, 0.0811], [0.0514, -0.2091, 0.0003], [0.0313, 0.0030, -0.0009], [-0.0067, 0.0247, -0.0505], [0.0494, -0.0850, -0.2719], [-0.0217, -0.0088, -0.0287], [0.0110, 0.0043, 0.0042], [0.0752, -0.0183, -0.0101], [0.1434, -0.0282, -0.0046], [0.0017, 0.0958, 0.2277], [-0.0467, -0.0771, -0.0338], [-0.2061, -0.2966, -0.3962], [-0.0017, 0.0425, 0.0164], [-0.0019, -0.0293, 0.0141], [0.0133, -0.0054, 0.0055], [0.0400, -0.0514, 0.1303], [0.0210, 0.0083, 0.0051], [0.0026, -0.0266, 0.0046], [-0.1261, 0.0700, 0.0146], [-0.1105, -0.2584, -0.1181], [-0.0072, -0.0225, 0.0019], [-0.0248, 0.0231, 0.0298], [-0.0900, 0.0626, 0.1224], [0.4838, -0.0051, -0.1329], [0.0018, 0.0158, 0.0153], [0.0365, -0.0015, 0.0334], [-0.0181, -0.0189, 0.0493], [0.0521, -0.0071, -0.0899], [-0.0434, -0.0489, 0.0102], [0.0099, 0.0043, 0.0242], [-0.0247, 0.0527, 0.0205], [-0.0141, 0.0153, 0.0181], [0.0074, 0.0822, 0.0694], [0.0219, 0.0004, 0.0027], [-0.1219, -0.1311, -0.0817], [-0.0060, 0.0164, -0.0364], [0.0170, 0.0357, 0.0279], [-0.0290, -0.0069, -0.0025], [-0.7219, -0.3853, -0.4968], [-0.0783, 0.0065, -0.0943], [0.0152, 0.0048, 0.0031], [0.2558, 0.2406, -0.0513], [0.1895, 0.0983, -0.0784], [-0.0958, -0.0431, 0.0697], [0.1449, 0.1163, -0.0414], [0.0524, -0.0402, 0.0343], [0.0361, 0.2592, 0.0543], [-0.0157, 0.0145, 0.0055], [0.0110, 0.0305, 0.0337], [-0.0168, -0.0719, 0.1080], [0.0564, -0.0509, -0.0140], [-0.0090, -0.0026, -0.0221]]
}



# 2
{
  "formula": "C28H54F12N5O8S4",
  "method": "wB97M-V/def2-TZVPD",
  "energy_ev": -129679.4521,
  "e_lumo_ev": -2.68,
  "e_homo_ha": -0.3423,
  "orbital_gap_ev": 6.6,
  "charge": 1,
  "species": ["C", "H", "C", "C", "C", "C", "C", "H", "F", "H", "H", "F", "H", "H", "H", "C", "H", "C", "H", "H", "H", "H", "C", "O", "C", "C", "O", "H", "H", "N", "O", "H", "H", "H", "C", "H", "O", "H", "C", "C", "C", "F", "H", "N", "C", "H", "H", "C", "C", "F", "H", "S", "S", "H", "C", "O", "C", "H", "H", "F", "H", "F", "H", "H", "S", "F", "H", "C", "H", "H", "C", "F", "H", "S", "H", "H", "C", "H", "H", "C", "O", "H", "C", "N", "C", "N", "C", "H", "H", "O", "H", "H", "F", "F", "H", "H", "H", "C", "H", "N", "F", "H", "H", "H", "O", "H", "H", "F", "H", "H", "H"],
  "positions_angstrom": [[-1.607202, 0.107950, -0.185022], [0.691145, 4.762654, 1.703031], [-1.082524, -3.662367, 2.363484], [2.621495, 5.460665, 0.991553], [1.054576, 5.923175, -2.179929], [-2.811193, 3.564216, -3.390605], [0.856482, 4.409291, -0.243365], [4.244870, -0.643402, 2.741187], [-2.055942, 1.366201, -0.352402], [4.023423, 5.193131, -0.761491], [3.069728, 6.577470, -0.827138], [-2.264735, -0.758588, -0.945036], [1.112784, 3.455922, 0.218695], [-2.852559, -3.205173, -1.586766], [3.105575, 4.618236, 1.485592], [2.063735, 1.958194, -3.965805], [-0.797398, -8.776892, 1.834252], [1.427399, 3.075176, -3.152343], [5.579898, 1.453088, 0.831311], [-1.276192, -4.004295, 3.380185], [2.366730, 0.312221, 5.556694], [2.849128, 2.344864, -4.615211], [-1.884605, -5.960683, 1.801669], [0.741746, -2.847396, -2.243229], [2.464879, -3.676388, -0.286765], [-0.023188, -0.195379, 4.228459], [-5.195069, 0.293693, -5.751318], [2.876598, -0.976117, 1.744176], [2.625332, 1.660014, 1.534850], [-4.603519, 2.932149, -5.166958], [-4.815561, 1.945928, -7.585293], [-1.055162, -3.339127, 0.073624], [0.212019, -6.239768, 1.203550], [-0.239224, -5.934513, 2.870960], [-0.428488, -7.977229, 2.476553], [0.044845, 0.492302, 5.071412], [0.977532, 1.020215, -0.098648], [-3.415140, -4.788948, -0.917328], [3.285877, -0.231489, 2.426912], [3.010602, 5.528223, -0.537863], [0.620694, -1.522468, 4.775005], [-3.717365, 4.321677, -2.691050], [-1.083482, -8.013960, 3.347024], [0.658723, -1.592869, -0.083607], [0.947355, 0.415914, 3.178384], [2.895204, 1.688567, 4.470487], [1.831146, 6.166278, -2.905139], [-2.917040, -3.842914, -0.705163], [2.984069, 0.630443, 4.716620], [-2.230814, 4.317100, -4.334408], [0.826762, -1.462036, 5.843639], [0.197382, -0.069106, -0.756944], [1.542928, -2.213633, -1.203334], [3.231714, 4.300679, -2.773493], [-7.114656, 2.303916, -6.253613], [0.066933, 0.088161, -2.204553], [1.130476, 5.328283, 0.881373], [0.824590, 0.121452, 2.136114], [0.168417, 5.528593, -2.677031], [-7.834329, 1.266089, -6.596852], [-1.215365, -5.027847, -0.561000], [-7.279867, 3.315973, -7.110823], [2.965092, 3.055301, -1.591743], [1.766785, -2.176923, 3.053893], [-5.246963, 1.714842, -6.213734], [-7.528276, 2.774569, -5.024660], [4.104529, 1.823223, -0.095133], [1.914843, -1.664772, 4.004608], [4.124213, 1.661446, 2.526747], [-3.436980, -3.590737, 2.661812], [2.448255, 3.767728, -2.234717], [-1.711074, -0.160544, 1.158454], [-4.115733, -4.863898, 1.749151], [-3.806511, 2.120746, -4.150735], [-2.424422, -6.484873, 1.013042], [-1.395005, -2.634382, 2.179941], [3.535752, 1.116884, 1.788329], [2.517658, 1.261146, -3.261399], [4.546385, 0.176437, 0.075735], [-3.723888, -3.178096, 0.415277], [-2.766367, 1.223361, -4.695808], [0.545175, 2.811002, -2.569240], [4.563946, 1.127847, 0.607345], [2.335878, -0.210724, 3.581586], [-1.693937, -4.218390, -0.009783], [1.834935, 4.829406, -1.354789], [-3.446150, -4.008947, 1.655270], [-0.134696, 4.450949, -0.694941], [1.010929, 1.503940, 3.194042], [-4.651272, 1.542328, -3.127385], [-2.370949, -6.036226, 2.774223], [0.872223, 6.791156, -1.546307], [-1.911972, 3.139442, -2.497876], [1.630598, -4.610962, 0.149533], [-3.446453, -2.141454, 0.606304], [-0.111606, -3.875145, 1.916099], [2.663586, -2.245901, 4.542930], [-0.513018, -6.494246, 1.976625], [0.583226, -8.344673, 2.648369], [-1.969159, -4.473016, 1.464956], [3.210363, -4.327453, -1.206014], [2.923624, 6.383137, 1.487396], [-4.783099, -3.154089, 0.159135], [0.497469, 6.204441, 0.740806], [2.650461, -1.351595, -1.584950], [1.424457, 1.402810, -4.652094], [-0.052603, -2.365390, 4.619298], [3.151179, -3.221764, 0.743758], [0.993466, 3.686840, -3.943336], [-1.008338, -0.329678, 3.781751], [4.001269, 0.309383, 4.940955]],
  "forces_ev_per_a": [[0.7838, 0.6188, 0.0003], [0.0200, 0.5512, 0.5830], [-0.6362, -0.5473, -1.6243], [0.3511, 0.5024, -1.7774], [2.1788, -0.8965, 0.0691], [-2.4918, -0.2905, -0.1623], [0.9303, -0.8848, -1.0921], [-0.0554, -0.0415, 0.3966], [0.5674, -1.5177, -0.0464], [-0.4194, -0.8715, -0.2344], [-0.5200, 0.0001, -0.1966], [-0.3004, 0.5288, 0.9513], [-0.0418, -0.6636, -1.3127], [0.3992, -0.2906, 0.0657], [-0.1845, -0.0807, -0.0378], [0.6822, -0.6100, 0.6348], [-0.4277, 0.4779, -0.6177], [-0.4009, 0.3912, -0.6724], [-0.2212, -0.1887, 0.2899], [0.4027, 0.1773, -0.0255], [0.1498, 0.7685, 0.3824], [0.1938, 0.2545, 0.1559], [-0.8320, 0.1619, -0.5557], [1.1372, 0.2832, 1.2643], [-1.0324, 0.2832, -2.2352], [1.3345, 0.1812, -0.0303], [-0.6481, 3.5548, -0.5818], [-0.1239, 0.2768, -0.3821], [0.0931, -0.2505, -0.0585], [-1.6635, -1.4183, -3.0130], [-0.4534, 0.0372, 1.4769], [0.4621, -0.1836, -0.6862], [-0.2771, -0.1687, -0.2337], [0.9972, -0.0328, 0.0320], [-0.7691, 0.2333, -0.6516], [-1.0112, 0.1344, -0.0993], [-1.4193, -1.8539, -0.3056], [-0.4137, 0.1403, -0.6435], [-0.0924, -0.8589, -1.0220], [-0.4807, 0.6362, 0.5951], [-0.3114, 0.7342, -0.6018], [1.0569, -0.0518, -0.5382], [0.4575, -0.3082, 0.3836], [-1.7684, 2.9966, 0.2143], [0.9717, -1.3157, 0.5094], [0.0601, -0.2864, 0.1435], [-0.4482, 0.4405, -0.3354], [-2.3031, -0.1515, 0.9579], [-1.5290, -1.6354, -0.0961], [0.1403, -0.2011, 0.8042], [-0.1958, 0.0919, -0.0300], [1.0629, 2.0722, -0.1976], [1.6815, -2.1711, -2.6832], [-0.0610, -0.0771, -0.3163], [1.1565, 0.9267, 1.6377], [0.2050, -0.9555, 2.2903], [-1.9228, -0.0281, 1.0364], [-0.3009, -0.2003, 0.1184], [0.1546, -0.1756, 0.3263], [-0.4819, -0.1488, -0.1963], [0.4866, -0.1270, 0.7897], [0.1359, -0.6612, 0.1372], [-0.2908, -0.0946, 0.1807], [-0.0806, 0.1446, -0.1068], [-0.0050, -0.5960, -0.8487], [0.4463, -0.8452, -1.2992], [0.4500, 0.1072, -0.2427], [0.1933, 0.5460, -0.6037], [-0.5837, 0.5454, 0.4411], [-0.3230, 0.6797, -0.3067], [-0.7341, 0.1599, -0.6720], [-0.2075, -0.3263, -0.9809], [0.3116, -0.3035, -0.4099], [2.5537, -2.4964, 1.4363], [-0.3587, 0.1134, 0.1482], [0.3502, 0.1112, 0.2861], [1.6474, 0.4694, 0.5714], [0.0900, -0.3937, -0.2476], [0.2601, -0.0636, 0.0058], [-0.7864, 0.6984, 0.3291], [-0.8681, 1.6011, 1.0100], [0.2011, -0.6778, 0.1352], [-1.6982, -0.3885, -0.5227], [0.3199, 0.5634, 0.5810], [2.6257, 1.1706, 0.1145], [0.0990, 1.3501, 1.3550], [0.6243, -0.6195, 0.1855], [0.0069, -0.3590, 0.4141], [0.0789, -0.1600, 0.2258], [0.8773, 0.4886, 0.5629], [-0.4480, -0.2982, -0.1737], [-0.1459, -0.3214, 0.0421], [0.4749, 0.1433, -0.1757], [-0.9373, -0.2255, 0.7715], [0.2101, -0.0221, -0.2487], [0.3979, 0.4337, 0.8857], [0.4310, 0.6357, -0.0040], [1.4333, -0.4872, 1.2328], [0.0550, 0.6791, 0.5448], [-1.7214, -1.5525, -0.2650], [0.2062, 1.1624, 0.8704], [0.0677, -0.1264, -0.0109], [-0.0264, -0.0549, 0.2234], [0.7052, 0.6166, 0.3760], [-0.5839, -0.6612, 0.3037], [-0.4790, 0.1843, 0.4700], [0.2583, -0.0602, -0.0163], [0.7309, 0.0020, 0.2030], [0.1940, 0.9585, 0.3161], [0.0025, 0.2322, 0.4405], [-0.0385, 0.0264, -0.4803]]
}